Molecular formula: C3H3BrO
Method: DFT, ωB97M-V/def2-TZVPD

Cartesian coordinates (Å):
C1 1.474 0.775 -0.898
C2 0.502 0.123 -0.622
C3 -0.783 -0.133 -0.902
O1 -1.403 -1.158 -0.573
Br1 -1.423 0.650 1.880
H1 2.457 1.145 -0.812
H2 -0.003 0.334 1.956
H3 -0.820 -1.736 -0.029

Energy above the lowest of the compared OMol25 structures with the same formula, charge and spin ... 104.8 kcal per mole
Orbital gap ... 0.2938 hartree
E_HOMO ... -7.99 eV

=====

Molecular formula: C3H3BrOS
Method: DFT, ωB97M-V/def2-TZVPD

Cartesian coordinates (Å):
C1 -0.740 0.613 -0.714
C2 1.944 0.134 -0.004
C3 -1.307 -0.196 0.254
O1 -0.791 1.245 -1.687
S1 3.102 0.069 -1.112
Br1 2.088 -0.635 1.794
H1 -1.160 0.401 1.208
H2 -2.418 -0.437 0.052
H3 -0.717 -1.195 0.207

Energy above the lowest of the compared OMol25 structures with the same formula, charge and spin ... 70.9 kcal per mole
Orbital gap (spin up / spin down) ... 0.2217 / 0.2712 hartree
E_HOMO (spin up / spin down) ... -7.09 / -7.61 eV

=====

Molecular formula: C3H3Cl2N4O
Method: DFT, ωB97M-V/def2-TZVPD

Cartesian coordinates (Å):
C1 -0.328 0.919 2.881
C2 0.386 -0.376 -0.544
C3 -0.433 0.582 0.288
N1 -0.124 0.016 3.852
N2 -0.197 -1.191 3.316
N3 -0.444 -1.181 2.074
N4 -0.595 0.137 1.716
O1 -0.318 2.141 2.871
Cl1 2.059 0.203 -0.692
Cl2 -2.088 0.662 -0.454
H1 -0.015 -0.457 -1.554
H2 0.409 -1.354 -0.057
H3 -0.079 1.613 0.314

Total charge ... -1
Energy above the lowest of the compared OMol25 structures with the same formula, charge and spin ... 0.0 kcal per mole
Orbital gap ... 0.2700 hartree
SMILES string ... [O-]c1nnnn1[C@H](Cl)CCl
E_HOMO ... -4.16 eV

=====

Molecular formula: C3H3Cl2NO
Method: DFT, ωB97M-V/def2-TZVPD

Cartesian coordinates (Å):
C1 1.276 -0.123 -0.274
C2 0.802 1.073 -0.574
C3 -1.451 -0.668 0.593
N1 0.888 -0.999 0.655
O1 -0.342 -1.247 0.951
Cl1 -2.715 -1.313 1.557
Cl2 -1.843 0.201 -0.815
H1 2.082 -0.374 -0.904
H2 1.238 1.866 -1.193
H3 0.065 1.585 0.004

Energy above the lowest of the compared OMol25 structures with the same formula, charge and spin ... 131.1 kcal per mole
Orbital gap (spin up / spin down) ... 0.3017 / 0.2728 hartree
E_HOMO (spin up / spin down) ... -8.41 / -8.02 eV

=====

Molecular formula: C3H3Cl3
Method: DFT, ωB97M-V/def2-TZVPD

Cartesian coordinates (Å):
C1 -1.364 0.636 0.224
C2 1.916 -0.669 0.534
C3 -1.180 -0.559 -0.324
Cl1 2.589 -0.958 -0.956
Cl2 -0.218 2.038 0.069
Cl3 2.652 0.635 1.180
H1 -2.236 1.017 0.515
H2 -1.910 -1.342 -0.408
H3 -0.250 -0.798 -0.834

Energy above the lowest of the compared OMol25 structures with the same formula, charge and spin ... 28.2 kcal per mole
Orbital gap (spin up / spin down) ... 0.3320 / 0.2945 hartree
E_HOMO (spin up / spin down) ... -8.15 / -10.01 eV
Spin multiplicity ... 3

=====

Molecular formula: C3H3Cl9
Method: DFT, ωB97M-V/def2-TZVPD

Cartesian coordinates (Å):
C1 1.583 -1.297 1.652
Cl1 3.077 -0.598 0.993
Cl2 1.051 -2.576 0.529
Cl3 0.322 -0.056 1.873
H1 1.810 -1.732 2.615
C2 -2.313 -1.439 -0.274
Cl4 -1.655 -1.793 -1.867
Cl5 -3.959 -2.106 -0.163
Cl6 -2.352 0.326 -0.011
H2 -1.685 -1.876 0.491
C3 0.779 2.617 -1.073
Cl7 2.552 2.668 -1.165
Cl8 0.212 1.145 -1.833
Cl9 0.104 4.122 -1.732
H3 0.472 2.595 -0.034

Energy above the lowest of the compared OMol25 structures with the same formula, charge and spin ... 4.4 kcal per mole
Orbital gap ... 0.4103 hartree
SMILES string ... ClC(Cl)Cl.ClC(Cl)Cl.ClC(Cl)Cl
E_HOMO ... -10.83 eV

=====

Molecular formula: C3H3Cl9
Method: DFT, ωB97M-V/def2-TZVPD

Cartesian coordinates (Å):
C1 -13.815 -4.614 19.610
Cl1 -14.354 -4.417 17.973
Cl2 -12.098 -4.947 19.486
Cl3 -14.682 -5.884 20.421
H1 -13.926 -3.669 20.142
C2 -21.353 -4.251 16.715
Cl4 -22.355 -4.595 18.190
Cl5 -22.151 -2.868 15.860
Cl6 -21.449 -5.692 15.670
H2 -20.369 -3.911 17.038
C3 -17.161 -6.540 16.931
Cl7 -18.734 -5.859 17.458
Cl8 -16.764 -6.172 15.254
Cl9 -17.277 -8.301 16.997
H3 -16.333 -6.212 17.559

Total charge ... +1
Energy above the lowest of the compared OMol25 structures with the same formula, charge and spin ... 1.1 kcal per mole
Orbital gap (spin up / spin down) ... 0.3412 / 0.0851 hartree
E_HOMO (spin up / spin down) ... -13.39 / -13.37 eV
Spin multiplicity ... 2

=====

Molecular formula: C3H3ClF2
Method: DFT, ωB97M-V/def2-TZVPD

Cartesian coordinates (Å):
C1 -0.483 0.662 -0.677
C2 -0.660 -0.325 -1.475
C3 0.838 -0.083 1.546
F1 -1.086 -0.250 -2.796
F2 -0.332 -0.555 2.153
Cl1 1.526 1.139 2.398
H1 -0.603 1.632 -0.652
H2 -0.447 -1.462 -1.258
H3 1.247 -0.758 0.762

Energy above the lowest of the compared OMol25 structures with the same formula, charge and spin ... 120.6 kcal per mole
Orbital gap (spin up / spin down) ... 0.3560 / 0.2894 hartree
E_HOMO (spin up / spin down) ... -9.77 / -8.67 eV